C56H126F18N16O36S18 | ωB97M-V/def2-TZVPD

Summary:
ΔE to the lowest compared entry with this formula, charge and spin in kJ/mol: 1438.6
Net charge: -2
LUMO energy in eV: -0.016
HOMO level in eV: -4.41

```
270
Properties=species:S:1:pos:R:3:forces:R:3
S -6.468710 -7.616157 -3.939082 12.69 -7.02 -1.06
S 4.791633 -6.623189 -7.684501 2.09 -2.42 -0.92
S 5.682201 -3.299693 6.557892 -1.02 1.06 9.89
S -1.028994 -12.730420 -3.349545 -3.13 -4.39 -1.38
S -2.521461 4.807424 4.167362 -2.72 -2.78 -0.64
S 8.677574 1.535953 -4.380308 -5.25 7.36 3.65
S -0.293564 5.640645 4.418787 9.09 2.65 -3.04
S -3.656131 -5.508342 7.060033 3.65 2.61 -10.03
S 5.826272 10.315735 -0.266093 0.18 4.77 -3.96
S 5.344537 9.847078 1.912064 -4.84 -2.61 8.95
S 4.581790 -5.500205 -5.526295 0.40 0.57 7.20
S 6.190121 -4.446936 4.650790 2.38 -1.56 -6.13
S -8.381684 -6.815626 -4.897512 -3.16 1.80 -2.89
S -5.833615 1.576348 -2.505590 -4.15 7.50 3.62
S 10.293211 -0.159810 -4.014442 3.45 -1.59 1.37
S 0.527007 -11.096097 -3.594685 5.62 8.91 -2.04
S -4.849442 0.052485 -4.059224 1.22 -4.23 -2.84
S -5.286930 -5.954905 8.771417 -2.61 -1.20 3.60
F -5.648206 -1.167679 -4.838764 0.66 0.54 1.51
F 6.316369 -3.984613 3.062646 0.03 0.09 1.29
F -5.098983 -6.548107 10.292463 0.59 0.86 -0.68
F -5.810158 -7.569893 -2.510042 1.24 -0.98 1.52
F 2.108626 -10.919286 -3.421634 0.94 0.39 -0.01
F -2.330873 -6.209440 6.446670 0.38 -0.19 0.57
F -3.896070 5.018313 4.973330 0.68 0.63 0.17
F 10.904523 -1.308818 -4.887432 0.21 0.24 -1.13
F 6.255597 -6.609862 -8.467803 -1.48 0.30 0.32
F -9.373682 -5.577116 -4.505920 0.78 -0.66 -0.36
F 4.697351 -4.090605 -4.648425 -0.04 -0.04 -1.70
F 5.788324 -1.868983 7.254504 -0.11 1.20 0.11
F 7.138949 10.967284 -0.912260 -0.18 -0.15 -0.54
F -5.932465 1.485759 -0.940840 -0.48 0.24 1.53
F 8.502244 2.777191 -5.380263 -0.38 0.00 -0.64
F -0.966715 -14.259729 -3.895648 -0.23 -0.05 0.37
F 6.109299 9.304167 3.241557 0.22 -0.71 -0.26
F 1.001552 5.520689 5.413294 -1.10 0.55 1.01
O -5.338780 -7.139598 -4.747279 -1.90 -0.45 0.40
O 5.585093 -6.240759 -4.808146 -0.36 0.06 -0.70
O -4.559889 -5.926964 5.974625 -0.01 1.29 2.42
O -2.714760 5.603989 2.949906 0.80 -0.92 2.40
O 9.372296 2.214226 -3.313325 -0.07 -0.58 0.39
O 5.091351 -5.394205 4.487367 1.42 1.74 1.60
O -3.489836 -0.485721 -3.896165 -2.42 1.18 0.24
O 0.223384 4.581056 3.534868 -2.54 1.44 0.34
O 7.556214 -4.927587 4.907980 -2.86 0.94 -0.22
O 3.803164 -6.671384 -8.751462 1.07 0.86 1.24
O -9.319050 -7.940920 -4.983255 1.74 1.89 0.62
O -7.737098 -6.410680 -6.188687 -1.55 -0.82 3.60
O -1.947153 -12.152493 -4.354189 2.24 -0.33 2.23
O -5.055076 1.035811 -5.103222 0.23 0.34 1.66
O 6.776065 -3.954732 7.233532 -0.42 -0.42 -0.48
O 5.544859 9.166185 -1.043676 0.39 -0.63 0.08
O -4.704288 2.485619 -2.589051 -0.37 -1.01 -1.18
O -2.561525 3.338604 4.033931 0.81 2.91 0.34
O 7.345350 1.117306 -4.109189 -0.63 -0.10 0.08
O -3.175033 -4.138215 7.097755 -1.39 -0.81 0.58
O -0.184051 7.051930 4.006265 -0.64 -2.49 0.28
O 4.822228 11.433392 -0.429490 2.48 -2.91 1.19
O -1.547293 -12.907520 -2.000878 1.21 0.60 -1.40
O -5.730270 -4.569769 8.963794 1.85 -1.91 -0.65
O 0.124940 -10.452552 -2.345858 -1.21 -0.51 -1.78
O 9.508904 -0.989874 -3.110017 0.30 2.13 -0.81
O -6.356070 -6.859561 8.383884 1.84 0.68 -0.89
O -6.815387 -9.003959 -4.148589 -0.50 0.96 -0.05
O 4.944677 -7.860198 -6.872605 -0.78 3.43 -1.81
O 4.714109 10.983427 2.600902 -0.12 -1.47 -2.20
O 11.524427 0.510369 -3.483341 -3.30 -1.33 -1.57
O 0.388952 -10.487467 -4.943760 -0.96 -0.91 3.17
O 4.572216 8.644795 1.483827 1.28 3.25 0.62
O -7.171600 2.105156 -2.858478 2.63 -0.72 -0.10
O 4.369470 -3.696723 6.960384 -0.39 -0.44 -0.44
O 3.211011 -5.820604 -5.228048 0.09 0.02 -1.35
N -1.445145 5.385430 5.348759 -4.51 -1.99 -0.76
N -5.715084 0.100045 -2.641057 2.85 -3.63 -4.54
N 5.888189 -2.840142 5.182406 1.02 -2.41 -5.52
N 9.779729 1.709597 3.261706 -1.14 0.84 0.23
N -4.434926 -12.657794 6.462096 1.19 -2.00 -0.17
N -3.675623 -6.278735 8.313069 -4.29 -1.36 5.23
N 5.013330 -5.079610 -6.949791 -1.13 -2.58 -2.48
N 9.445640 0.666233 -5.232992 5.73 -5.94 -1.18
N -1.221412 -3.430959 -9.845285 1.30 -0.03 -0.17
N -1.860776 0.996614 10.024590 -1.14 0.59 -0.63
N 0.054320 -1.400707 0.555346 -0.42 1.12 0.71
N 6.595169 10.165171 1.163076 0.54 0.55 -3.95
N -7.427309 -6.664943 -3.504344 -9.47 5.37 -1.90
N 0.644234 -12.576913 -3.580331 -4.53 -3.89 0.92
N -4.285551 11.282968 0.053343 -0.22 -0.34 -1.07
N -1.073025 8.324583 -8.758235 0.51 2.32 -0.04
C 0.089252 -2.589415 -9.569826 -1.25 -0.01 1.71
C -0.581590 1.838410 10.303587 -0.84 -1.53 0.18
C -2.916712 8.227898 -10.535797 0.02 -0.64 1.16
C 1.319561 -0.740385 -8.156155 -0.82 -0.36 -0.68
C 11.993263 0.613846 3.438024 1.56 0.31 0.86
C -6.662712 -12.399887 9.829531 -1.29 0.36 -0.70
C 0.508388 -2.354769 -0.530770 0.29 0.02 1.23
C -2.477386 9.892171 -0.831263 -0.08 -1.67 -1.03
C -1.063584 -4.177090 -11.180871 -1.54 0.84 -0.19
C -4.500654 -12.090045 5.019947 0.25 1.07 1.17
C 9.169013 3.963605 2.394485 -1.10 -0.06 -0.21
C -1.325581 -1.940769 0.953167 0.02 -0.28 -0.55
C -3.079589 -11.513209 4.708953 0.60 -0.60 0.36
C -0.119171 -3.731434 -0.171266 1.04 -0.27 -1.61
C 0.925026 -1.410080 1.843016 0.02 -1.09 -1.17
C -2.500224 -2.628845 -10.045535 1.00 1.14 -0.21
C -5.729655 -12.515098 7.310277 0.39 0.93 0.63
C -1.632139 7.130007 -7.953720 1.00 -0.02 -0.53
C -5.648361 11.965263 -0.285960 1.31 1.05 0.39
C -3.274213 -11.844252 7.021711 -0.24 -0.23 2.12
C 0.763384 7.322972 -7.529748 -1.33 -0.29 -0.23
C -1.526875 9.705124 -8.279320 -0.14 -0.70 0.19
C -3.833448 0.839330 8.595209 -0.58 -1.54 1.93
C -4.282477 10.760587 1.453814 0.35 0.74 0.57
C -0.417817 6.226408 -7.732614 1.57 1.41 1.59
C 12.872795 -0.575764 3.188061 0.94 -0.82 -0.92
C 10.306020 3.028500 2.646244 1.96 -0.77 -0.06
C 7.945061 3.057102 2.261697 -2.04 0.39 0.75
C -4.049661 -14.192024 6.330596 -1.03 1.38 0.79
C 8.385699 1.649050 2.545262 1.48 -0.51 0.09
C 0.019360 -1.664046 -8.254753 1.58 0.63 -0.69
C -3.077916 1.414816 10.947029 0.61 -0.59 -0.95
C -5.681224 13.388569 0.313331 -1.40 -0.38 -0.01
C -1.327008 -3.501246 0.742695 0.54 0.62 0.11
C 0.571264 1.644669 9.315531 1.15 -0.48 0.37
C -4.333535 1.181868 10.046176 -0.17 1.36 -0.04
C -2.996723 12.117112 -0.240209 -0.45 0.38 0.82
C -2.447104 1.376185 8.675558 0.74 0.13 -1.22
C -1.559531 -0.511235 10.105553 -0.20 1.53 0.22
C -3.194002 7.809963 -11.960976 -0.26 -0.02 0.26
C -5.581403 -12.824566 8.861176 0.95 -0.25 -1.05
C -1.407849 8.109033 -10.215376 -0.19 0.83 0.19
C -4.036536 10.123643 -0.842555 2.01 -1.66 -0.34
C -3.428398 -3.403910 -10.944756 -0.25 -1.31 -0.34
C -1.798753 11.087850 -0.308256 -0.84 2.79 1.76
C -2.238968 -11.737911 6.002861 0.22 -0.63 -1.26
C -7.057020 14.109787 0.164061 1.27 -0.37 -0.90
C 0.484145 8.407219 -8.586035 0.51 -2.98 -0.46
C 1.249267 0.763171 -0.445714 0.63 -1.93 0.81
C 1.907373 2.411660 9.668336 -0.98 -0.59 0.12
C -2.544114 -4.542842 -11.563776 0.86 0.22 0.46
C 10.638039 0.484801 2.841289 -1.04 0.98 0.79
C 1.186366 2.063580 -1.165659 -0.59 1.51 -0.83
C -1.452883 -4.403110 -8.728795 -0.63 -0.03 -0.06
C 9.536230 1.849925 4.832728 0.93 0.17 -1.67
C -0.082652 0.015111 -0.050377 0.50 0.24 -0.57
H -1.061770 -0.710817 11.054496 0.03 0.15 -0.02
H -1.668286 -12.664324 5.938277 0.01 -0.09 -0.15
H 0.170826 2.427237 -1.322302 -0.02 0.14 0.04
H 10.113680 -0.413403 3.167423 -0.06 0.08 0.33
H -6.553935 -13.118852 6.930605 0.42 -0.24 -0.45
H -0.780243 0.590783 0.557960 0.32 0.05 0.29
H -0.916217 2.867507 10.434293 0.14 -0.09 0.04
H -2.974968 6.748625 -12.077983 0.40 0.16 -0.39
H -0.207847 5.427835 -8.444150 -0.10 0.57 -0.56
H -4.991858 13.975290 -0.293815 0.42 0.13 0.76
H -3.902690 -14.535368 7.354612 0.22 -0.13 -0.22
H -2.608363 8.486131 -12.583812 0.03 -0.48 -0.49
H 9.225577 0.908429 5.285706 -0.26 0.03 -0.46
H 1.571388 -2.113891 -0.541571 0.20 -1.18 -0.43
H -3.001964 12.943140 0.470942 0.50 -0.34 0.39
H -2.390377 6.637997 -8.562893 -0.03 0.27 0.29
H -1.998240 -1.523159 0.204019 -0.17 0.19 0.29
H -1.520527 -10.998966 6.357720 -0.13 0.38 -0.69
H -3.911083 -2.764735 -11.684059 0.36 0.08 -0.06
H -5.669761 12.097809 -1.367661 -0.02 -0.41 -0.03
H 1.000618 9.349076 -8.400922 -1.11 0.36 0.34
H -5.089862 10.064315 1.680633 -0.02 0.00 -0.59
H -0.667478 -5.150243 -8.614652 0.14 0.27 -0.23
H 0.937008 8.057012 -9.513602 -0.37 0.00 -0.30
H -4.411277 9.195542 -0.410908 -0.83 0.34 -0.30
H -6.900190 -11.348568 9.667009 0.27 0.21 0.38
H -4.397508 11.615729 2.119856 0.20 -0.08 0.03
H -3.100939 -10.448902 4.474659 -0.25 -0.22 -0.27
H -7.631197 -12.881625 9.695101 0.07 -0.39 -0.13
H -3.127994 0.871527 11.890659 0.44 -0.33 -0.25
H -0.980718 11.582193 -0.832229 -0.19 -0.42 -0.59
H 0.631664 7.844186 -6.581549 -0.07 -0.52 0.40
H 10.631620 0.419661 1.753258 0.12 0.42 -0.03
H -4.707421 -12.346456 9.303530 0.42 -0.09 -0.60
H -7.892951 13.439905 0.365501 -0.06 0.34 0.16
H -1.595519 -3.853138 -7.798584 0.05 -0.07 -0.13
H -0.497092 5.680032 -6.792774 -0.25 0.11 0.08
H -1.360468 10.904799 0.672810 -0.26 0.14 0.19
H 13.197434 -0.683895 2.153149 -0.52 0.05 -0.35
H -3.558702 -10.829834 7.301223 -0.91 -0.10 -0.12
H 0.070002 -2.092383 -1.493618 0.03 0.68 0.30
H -2.621542 -12.098727 3.911802 -0.12 0.46 -0.24
H -2.210052 -3.847675 0.205760 -0.16 0.49 0.13
H 2.397675 2.030676 10.564196 -0.39 -0.12 0.26
H -1.375524 9.721614 -7.200001 -0.01 0.07 -0.06
H -0.025142 -2.173844 -7.292341 -0.01 -0.67 -0.40
H -6.350582 -12.585005 10.857352 0.09 0.17 -0.14
H -2.237037 8.999667 -0.253537 -0.04 0.11 0.15
H 0.874885 0.598440 9.351947 -0.13 -0.21 0.09
H 1.975033 -1.185254 1.655794 -0.22 0.23 -0.43
H -5.985169 -11.480385 7.081841 -0.21 0.14 0.51
H -1.308399 -4.115882 1.642689 0.31 0.41 0.19
H -5.532251 13.388608 1.393104 0.85 -0.10 -0.15
H -2.572906 9.909551 -8.507635 0.16 -0.22 0.01
H 10.473452 2.147507 5.302986 0.02 -0.02 -0.26
H -5.193792 -11.265253 5.185402 -0.24 -0.10 -0.83
H 1.777279 6.923047 -7.542610 -0.16 0.01 -0.22
H -7.013208 15.007958 0.780061 -0.42 -0.23 0.15
H -0.591081 -0.191410 -0.992148 -0.20 0.19 0.03
H -0.328452 -4.980387 -11.229709 -0.20 -0.06 0.80
H 1.955405 0.984222 0.354665 -0.47 -0.70 0.70
H 10.873986 2.716462 1.769800 -0.67 -0.16 -0.55
H 1.737552 3.477385 9.821600 0.20 0.01 -0.41
H 1.444022 -0.110189 -9.036761 -0.09 -0.25 -0.45
H -0.923953 7.146103 -10.378794 -0.59 -0.22 -0.61
H 9.241055 4.547142 1.476665 0.55 0.06 0.22
H -0.448589 -4.073253 -1.152464 -0.35 -0.17 0.09
H 1.756735 2.817579 -0.623201 -0.36 0.14 0.10
H 2.242549 -1.307431 -8.035106 -0.15 -0.02 0.23
H -3.375092 9.194654 -10.327532 0.72 0.48 -0.28
H 8.612549 1.307376 1.535359 0.03 -1.02 0.36
H 11.139950 3.476204 3.186832 -0.39 -0.15 0.87
H -2.389009 -4.889771 -9.002533 0.09 -0.23 0.41
H -2.823120 -12.265907 7.919931 -0.65 -0.45 0.18
H -3.204501 -14.411955 5.678333 0.02 0.59 0.18
H 9.011260 4.630611 3.242010 0.16 0.12 -0.14
H -2.580436 -4.670297 -12.645686 -0.29 0.20 0.08
H -3.445497 7.634138 -9.790180 -0.21 -0.51 -0.34
H -4.309685 10.266504 -1.888055 -0.66 0.38 0.41
H -4.832948 2.148624 9.982384 -0.02 0.16 -0.03
H 7.798240 0.967545 3.160507 -0.33 0.14 -0.48
H -3.323162 10.275101 1.633057 -0.14 0.04 0.08
H -0.397871 1.300640 11.233726 1.04 1.07 0.50
H -3.166709 12.641325 -1.180629 -0.07 -0.50 -0.37
H 0.338394 -2.020288 -10.465439 -0.41 0.15 0.05
H 7.389458 3.056180 1.323927 0.82 0.09 -0.55
H 12.040069 0.745902 4.518979 -0.94 -0.18 0.27
H -4.261339 -3.856267 -10.406532 0.14 -0.03 0.16
H -0.869130 -0.701131 9.283733 -0.48 -0.52 0.01
H -2.871652 2.454917 11.199496 -0.26 0.01 -0.22
H -0.812841 -0.961386 -8.212137 -0.32 -0.25 -0.62
H -2.889613 -2.285060 -9.087266 0.03 -0.35 -0.01
H 12.400310 -1.517208 3.468282 0.05 0.03 0.17
H -5.091675 0.565113 10.528798 0.39 -0.55 -0.32
H -7.065785 14.459423 -0.868308 -0.66 -0.03 -0.07
H -4.481615 1.156101 7.778120 0.32 0.51 0.22
H -4.940711 -14.663757 5.916374 0.07 0.02 0.03
H 0.547796 -0.760308 2.632697 -0.35 0.05 -0.46
H 7.110719 3.404908 2.870792 0.31 -0.04 0.78
H -4.245295 7.916251 -12.228567 0.03 0.20 0.12
H -2.488589 2.461677 8.585679 0.33 0.14 0.38
H -3.791185 -0.246458 8.509299 -0.02 -0.11 -0.18
H -1.512791 -1.532512 1.946332 -0.39 -0.32 -0.14
H 0.345981 1.784221 8.258235 -0.41 0.57 0.18
H -5.436100 -13.903850 8.907211 0.11 -0.09 0.27
H -0.861306 8.848752 -10.800367 0.16 0.05 0.09
H 1.672680 2.034445 -2.140715 -0.18 -0.27 -0.09
H 2.623390 2.165973 8.884080 -0.16 0.55 -0.20
H -4.832814 -12.850213 4.312895 -0.20 0.20 0.25
H -0.703377 -3.413180 -11.869917 -0.06 0.08 -0.07
H -2.847405 -5.487829 -11.113056 0.21 -0.04 -0.11
H -2.049319 7.544477 -7.035968 0.06 -0.27 -0.04
H -0.870959 10.446784 -8.735202 -0.28 -0.09 -0.09
H 12.537522 1.513914 3.152078 -0.22 0.13 -0.73
H 13.848657 -0.490340 3.666084 -0.24 0.05 0.58
H 8.826656 2.665379 4.972851 -0.15 -0.30 -0.12
H -1.801905 1.024486 7.870497 0.09 -0.10 0.17
H -2.061142 9.667583 -1.813297 -0.58 -0.09 -0.27
H 0.587300 -4.530295 0.054167 0.08 0.35 0.85
H 1.211908 0.017824 -7.380511 -0.05 -0.51 0.44
H -6.458868 11.313096 0.039430 0.23 -0.08 0.08
H -2.201243 -1.740452 -10.601824 0.26 0.15 0.17
H 0.902588 -2.452188 2.161779 -0.07 0.07 0.25
H 1.812333 0.096247 -1.098605 -0.09 -0.39 0.08
H 0.836952 -3.377390 -9.479612 0.15 0.17 0.29
H -2.519181 -1.027878 10.121285 0.33 -0.18 -0.51
```
Positions in Å, forces in eV/Å.